C5H8O | ωB97M-V with the def2-TZVPD basis set

```
14
Properties=species:S:1:pos:R:3:forces:R:3:lowdin_charge:R:1
C -2.0975 0.0012 -1.2293 -0.8319 0.8388 -0.9934 -0.12
C -1.1860 -0.6143 -0.2702 1.8189 0.3472 1.9837 -0.14
C 0.0832 -0.2410 0.0346 -0.4227 -0.7397 -2.4144 -0.39
O 0.8128 0.4553 -0.8945 -2.2518 2.8335 -1.4183 -0.01
C 0.9829 -0.4622 1.1141 -2.5336 -0.1635 2.8235 -0.14
C 1.7821 0.5114 1.5195 1.2124 1.3847 -0.4386 0.03
H -2.5159 -0.8626 -1.8161 -0.1813 1.2841 0.2017 0.09
H -1.6166 0.7542 -1.9246 -0.6556 -0.9179 0.5590 0.08
H -2.8926 0.5597 -0.6053 0.8468 -0.9446 -1.3217 0.11
H -1.7126 -1.2729 0.3753 -0.0503 -0.5123 0.9291 0.09
H 0.1065 1.0983 -1.2227 1.8553 -0.9875 -0.1778 0.12
H 0.4762 -0.9788 1.9406 1.0951 -1.2096 -0.2262 0.12
H 1.8617 1.5002 1.0061 0.3460 -1.2815 0.0493 0.09
H 2.4027 0.3893 2.3915 -0.2471 0.0683 0.4441 0.06
```
Positions in Å, forces in eV/Å.

Properties
- Relative energy (zero: lowest compared OMol25 entry of this formula, charge and spin): 2.7628 eV
- HOMO energy: -8.0726 eV
- Electronic energy: -7359.492 eV
- Strongest force on any atom: 3.89 eV/Å
- SMILES string: C=C/C(O)=C/C

=====

C27H17BrIN6NdO3 | ωB97M-V with the def2-TZVPD basis set

```
56
Properties=species:S:1:pos:R:3:forces:R:3:lowdin_charge:R:1
Nd -1.4472 1.9293 0.0298 -0.7685 -2.1504 1.7533 1.58
O 2.1411 4.0957 -1.6195 -1.3022 -0.9869 1.4681 0.09
C 1.3594 3.4880 -0.8839 1.6198 0.2803 -1.4290 -0.41
N -0.0254 3.4713 -0.9415 -0.1687 0.1166 0.3160 -0.07
C -0.6736 4.5676 -1.4197 1.8804 2.3014 -0.6408 -0.44
O -0.0846 5.5640 -1.8555 -1.5857 -1.0383 0.3473 0.08
C -2.1821 4.6166 -1.3075 -1.8304 -0.5818 -0.7321 -0.16
C -2.8874 5.6409 -1.9528 2.4817 0.8318 -0.4794 0.00
C -4.2216 5.8417 -1.7776 -1.4185 0.0858 0.9759 -0.02
C -4.9402 4.9060 -1.0045 0.8562 0.9367 -0.8352 -0.02
C -4.2557 3.7637 -0.7306 0.8679 -0.7065 0.6444 -0.12
N -2.9151 3.5998 -0.7630 -0.0431 1.6968 -1.2515 -0.08
C 1.9164 2.4874 0.1313 1.2120 -1.8836 -1.6987 -0.17
C 3.2885 2.0627 0.0509 0.0655 1.5903 -0.0405 0.02
C 3.7423 1.0858 0.9509 -0.5730 0.2312 0.2582 -0.05
C 2.7989 0.4856 1.8053 0.0584 -0.1189 0.2776 -0.03
C 1.4518 0.9328 1.7653 2.9479 -0.7076 -1.7438 -0.11
N 1.0172 1.7652 0.8180 0.1449 1.3005 1.0344 -0.03
H -2.2683 6.3417 -2.5503 -0.5458 -0.4804 0.5523 0.14
H -4.6888 6.7334 -2.1910 0.0159 -0.2309 0.0816 0.12
H -5.9379 4.9746 -0.5980 -0.2549 0.2440 -0.6766 0.12
H -4.8396 2.9175 -0.4947 -0.2359 -1.0345 0.9164 0.11
H 3.9931 2.5915 -0.6856 -1.2952 -0.7715 1.3583 0.15
H 4.8133 0.8515 1.0950 -0.7671 -0.0431 -0.5959 0.12
H 3.1410 -0.3746 2.4591 -0.7222 1.4415 -0.5340 0.12
H 0.7761 0.5553 2.4443 -1.6886 -0.9121 1.1889 0.08
Br 2.4271 -5.9509 5.6414 -0.3983 -0.1388 -1.1840 0.67
C 2.2102 -5.5570 3.7403 0.9164 0.7805 0.5461 -0.64
C 1.3105 -6.1536 2.8742 -0.3326 -1.0816 2.5583 -0.14
C 1.2147 -5.7858 1.5776 -0.3905 1.5953 -2.1346 -0.04
C 1.8360 -4.5923 1.1157 2.0583 -0.1196 2.7957 -0.24
C 2.7453 -3.9354 2.0503 -1.7321 -1.0359 -2.2498 -0.03
C 2.9680 -4.4886 3.2811 1.4801 1.2421 1.1871 -0.18
N 1.4380 -3.7710 0.0735 -2.4872 -0.5009 -1.2746 0.05
N 0.3249 -4.2180 -0.4266 0.3409 -0.4074 2.0452 0.07
C -0.5986 -3.2886 -0.8109 0.6316 1.1537 -1.9097 -0.24
C -2.0018 -3.4718 -0.6516 1.7071 -1.3833 -0.4816 -0.01
C -2.8600 -2.4198 -0.6201 0.1600 2.4764 0.6827 -0.02
C -2.3319 -1.0803 -0.6815 -1.2388 0.1161 0.3753 -0.36
O -2.9999 -0.0529 -0.2061 1.7481 -0.3795 -1.0114 -0.23
C -1.0354 -0.9341 -1.3402 0.5428 0.3910 -0.1397 -0.16
N -0.7346 0.3175 -1.8988 -0.5801 -2.1161 0.4673 -0.03
C 0.3524 0.3750 -2.6462 0.8269 1.7938 0.9619 -0.15
C 1.4071 -0.5681 -2.5644 -0.9725 -1.1551 -0.9243 -0.03
C 1.1569 -1.7730 -1.8872 0.8537 1.3782 -1.0018 0.00
C -0.1191 -2.0478 -1.3614 -1.5985 1.3299 0.7577 -0.09
H 0.5859 -6.8212 3.3545 0.4039 -0.2509 -0.6413 0.11
H 0.4798 -6.2327 0.9153 0.0920 -0.0644 0.2441 0.10
H 3.1022 -2.9388 1.8016 0.2550 -0.3424 -0.1222 0.09
H 3.7389 -3.9280 3.8954 -1.2293 -1.0662 -0.3253 0.12
H -2.3887 -4.4867 -0.5556 0.2654 0.1803 0.3734 0.12
H -3.8827 -2.4805 -0.2611 0.0620 -0.2781 -0.3027 0.12
H 0.4538 1.3849 -3.0981 0.3918 -0.9350 -0.0951 0.12
H 2.2932 -0.4756 -3.2328 -0.6440 0.1351 0.9914 0.12
H 1.9972 -2.4477 -1.8475 -0.3254 -0.4124 0.1338 0.10
I -2.1612 2.9281 2.9949 0.2427 -0.3151 -0.8369 -0.28
```
Positions in Å, forces in eV/Å.

Properties
- HOMO energy (spin up / spin down): -7.3650 / -7.3769 eV
- Electronic energy: -136778.266 eV
- Strongest force on any atom: 3.50 eV/Å
- Spin multiplicity: 4
- <S²>: 3.7530

=====

C10H40AlO9 | ωB97M-V with the def2-TZVPD basis set

```
60
Properties=species:S:1:pos:R:3:forces:R:3:lowdin_charge:R:1
O -1.3725 1.2990 0.3574 -0.2124 0.3650 -0.0005 -0.12
C -0.1386 0.8002 -0.2027 -0.0386 -0.7091 -0.6796 -0.36
C 0.1049 1.1888 -1.6655 0.3617 0.0309 0.4642 -0.32
Al 1.6074 2.5293 -2.0050 -0.1512 0.2753 -0.5538 0.15
H -2.0232 1.2034 -0.3520 0.0602 0.0481 0.0153 0.08
H 0.6689 1.1174 0.4652 -0.1296 0.2554 -0.0864 0.06
H -0.1806 -0.2974 -0.1285 0.1135 0.1365 0.1670 0.10
H 0.3728 0.2630 -2.1853 -0.0275 0.0669 -0.1863 0.02
H -0.8201 1.5500 -2.1252 -0.0693 -0.0001 0.0441 0.04
H 2.3323 2.1276 -3.4021 0.1312 -0.0182 0.0426 -0.15
H 2.6641 2.5527 -0.7680 -0.0137 -0.1530 0.2133 -0.15
H 0.9655 4.0130 -2.2474 -0.0411 0.0544 0.1705 -0.16
C 0.1545 -0.3649 2.8032 -0.3486 0.0266 -0.1378 -0.15
O -1.0321 -0.7468 2.1229 0.0813 -0.3025 0.7496 -0.15
H 0.7127 -1.2744 3.0182 0.0268 -0.0706 0.0074 0.08
H 0.7709 0.2916 2.1839 0.0338 -0.0690 0.2076 0.07
H -0.0738 0.1400 3.7466 0.0000 -0.0126 -0.1391 0.06
H -1.5202 0.0594 1.9142 0.1167 0.1772 -0.4618 0.05
C 2.9079 -1.6523 -3.9442 -0.3064 0.1230 -0.1071 -0.17
O 2.1690 -0.5643 -4.4765 0.0519 -0.1617 -0.0843 -0.15
H 3.7062 -1.2337 -3.3360 -0.0037 0.0317 0.0014 0.09
H 2.2716 -2.2774 -3.3048 0.0940 -0.0401 0.0509 0.07
H 3.3484 -2.2689 -4.7294 0.0620 -0.0462 0.0356 0.06
H 1.4551 -0.9180 -5.0146 0.0078 0.0404 0.0398 0.07
C -4.2192 2.9998 2.3716 0.2366 0.0410 -0.1783 -0.17
O -3.6478 3.9691 1.5124 -0.0160 -0.0993 -0.0128 -0.12
H -5.1099 3.4408 2.8165 -0.0062 0.0041 0.0040 0.07
H -4.5072 2.0982 1.8218 -0.0385 -0.0420 0.0685 0.07
H -3.5246 2.7221 3.1710 -0.0641 -0.0550 0.0512 0.07
H -2.8510 3.5901 1.1181 0.0378 0.1085 0.0473 0.06
C -2.3370 -1.1310 -3.1359 -0.1563 0.0519 0.2057 -0.17
O -3.1615 -0.2219 -2.4312 -0.0098 0.3643 -0.3737 -0.13
H -1.8418 -0.5678 -3.9235 0.0475 -0.0120 0.0016 0.08
H -1.5698 -1.5707 -2.4916 0.0321 0.0156 -0.0079 0.07
H -2.9273 -1.9356 -3.5919 0.0355 -0.0170 -0.0311 0.07
H -3.5854 -0.6700 -1.6957 0.1695 -0.2760 0.3197 0.02
C 0.2170 3.3408 2.9092 -0.0282 -0.0220 -0.3244 -0.16
O 0.2188 3.8410 1.5841 -0.1465 0.0112 0.2277 -0.12
H 0.2524 4.1936 3.5863 -0.0123 0.0119 -0.0050 0.08
H -0.6971 2.7675 3.1135 0.0030 -0.0094 0.0998 0.07
H 1.0851 2.7082 3.0979 -0.0029 -0.0187 0.1137 0.06
H 0.1968 3.0808 0.9917 0.0141 0.1606 -0.1827 0.03
C 1.7628 0.5029 5.5342 0.2080 -0.0669 -0.0045 -0.17
O 2.4043 1.4921 4.7450 0.0625 -0.0930 0.1213 -0.12
H 0.8218 0.9266 5.8781 -0.0141 0.0060 -0.0002 0.08
H 1.5483 -0.3979 4.9520 0.0509 0.0479 0.1802 0.05
H 2.3647 0.2305 6.4067 -0.0255 0.0096 0.0444 0.07
H 3.2361 1.1299 4.4252 -0.0461 0.0621 -0.0676 0.08
C -3.1014 -2.6558 0.5804 0.0018 0.1358 0.0722 -0.12
O -3.9548 -1.8114 -0.1904 -0.3176 -0.0880 -0.2313 -0.14
H -2.4012 -1.9957 1.0821 0.0903 -0.1541 0.0261 0.05
H -3.6782 -3.2049 1.3293 0.0340 -0.0301 0.0021 0.08
H -2.5507 -3.3599 -0.0480 -0.0051 0.0052 -0.0271 0.08
H -4.6078 -2.3556 -0.6416 0.0028 -0.0186 0.0911 0.08
C 4.2178 -5.0294 -3.4613 0.1053 0.0347 -0.0703 -0.16
O 4.8976 -4.1479 -4.3451 0.0578 -0.1683 0.0091 -0.13
H 3.2807 -4.5505 -3.1897 -0.0061 0.0184 -0.0015 0.07
H 3.9974 -5.9875 -3.9413 -0.0319 -0.0132 0.0337 0.07
H 4.7964 -5.2079 -2.5509 -0.0410 -0.0155 0.0269 0.08
H 5.7312 -4.5582 -4.5926 -0.0197 0.0621 -0.0009 0.07
```
Positions in Å, forces in eV/Å.

Properties
- Relative energy (zero: lowest compared OMol25 entry of this formula, charge and spin): 0.0000 eV
- HOMO energy: -4.4296 eV
- Net charge: -1
- Electronic energy: -36039.424 eV
- Strongest force on any atom: 0.98 eV/Å

=====

C25H31N3O9S | ωB97M-V with the def2-TZVPD basis set

```
69
Properties=species:S:1:pos:R:3:forces:R:3:lowdin_charge:R:1
C 5.6017 2.2998 -0.1390 -0.0361 -0.0684 0.2652 -0.10
C 4.9218 2.2900 1.2257 0.0011 0.2328 -0.0966 -0.26
C 3.4715 2.7730 1.1756 0.2842 -0.1978 0.2940 -0.23
C 2.6002 1.9424 0.2534 0.0772 -0.4609 0.2471 -0.21
H 2.9317 1.9421 -0.7800 -0.0347 -0.0804 -0.1293 0.09
H 1.5501 2.2172 0.3276 -0.0488 0.0054 -0.0617 0.08
S 2.6252 0.2163 0.7696 -0.5393 -0.2020 -0.0385 0.72
O 2.3308 0.0836 2.1600 -0.2501 0.3899 0.1131 -0.25
O 3.7551 -0.5168 0.2697 0.1125 0.1530 -0.1080 -0.26
N 1.3211 -0.4611 -0.1052 0.9522 0.0647 0.2718 -0.06
C 0.0586 0.0083 -0.1675 -1.2186 0.8648 0.1510 -0.25
N -0.3353 1.1071 0.3504 0.6955 -0.4955 0.0333 0.19
C -1.6387 1.4878 0.0759 -0.6440 -0.4316 -0.5891 -0.08
C -2.4722 0.8541 -0.7744 0.3142 0.3278 0.4305 0.03
C -3.7909 1.4549 -1.1252 -0.0346 0.0748 -0.0047 -0.51
O -4.0619 1.8605 -2.2263 -0.0033 -0.0625 -0.0135 0.13
O -4.6407 1.4167 -0.0970 0.0697 -0.2746 0.1379 -0.04
C -5.8762 2.0934 -0.2875 -0.2155 0.1548 -0.2248 -0.04
H -5.7014 3.1702 -0.2600 -0.0277 -0.0422 -0.0042 0.10
H -6.3130 1.8240 -1.2515 -0.0134 0.0335 0.1190 0.09
H -6.5230 1.7881 0.5313 0.0465 0.0166 -0.0291 0.09
C -2.0668 -0.4006 -1.5381 0.0291 0.4187 -0.1010 -0.11
N -3.0201 -1.4958 -1.4146 0.1276 0.0242 -0.3487 -0.08
C -2.6551 -2.2729 -0.3353 0.4873 -0.1409 0.2484 -0.18
C -3.3786 -3.2329 0.3556 0.0116 0.1369 -0.1068 0.00
C -2.7613 -3.8940 1.4028 0.2860 -0.0180 0.1789 0.00
C -1.4469 -3.6141 1.7773 -0.0827 -0.0633 -0.0602 -0.26
C -0.7113 -2.6639 1.0679 -0.0474 -0.1785 0.1944 0.06
C -1.3296 -2.0197 0.0202 -0.4613 0.0337 0.0167 -0.07
C -0.7758 -0.9805 -0.9335 0.0945 -0.0838 -0.1040 -0.21
C 0.2596 -1.5821 -1.8986 -0.0066 0.0965 -0.0002 0.01
H 0.0244 -2.6073 -2.1764 0.0138 0.0161 -0.0023 0.14
H 0.3263 -0.9668 -2.7984 0.0232 0.0087 0.0194 0.14
C 1.5753 -1.4870 -1.1030 0.6475 -0.3710 -0.1346 -0.17
C 2.7481 -1.0037 -1.9525 -0.3042 0.0743 -0.3860 -0.51
O 2.8492 0.1330 -2.3404 -0.0226 -0.0650 -0.1486 0.11
O 3.5784 -1.9864 -2.2441 -0.0580 -0.4487 0.0821 -0.01
C 4.7661 -1.6279 -2.9452 0.1781 0.2403 -0.2325 -0.02
H 4.5301 -0.9573 -3.7735 0.0616 -0.0939 0.0643 0.10
H 5.1994 -2.5563 -3.3077 -0.0281 0.0481 0.0422 0.10
H 5.4495 -1.1279 -2.2572 -0.0296 -0.0210 -0.0445 0.10
H 1.8506 -2.4331 -0.6279 -0.0751 0.0980 -0.0884 0.16
H 0.3006 -2.4099 1.3398 0.1321 -0.0030 0.1006 0.11
O -0.9680 -4.3167 2.8467 -0.2677 -0.0380 -0.0871 -0.09
C 0.3394 -4.0445 3.2914 0.1528 0.0229 0.0617 -0.09
H 0.4871 -4.6748 4.1671 0.0563 0.0709 -0.0592 0.09
H 0.4629 -2.9945 3.5745 -0.0067 -0.0222 -0.0138 0.10
H 1.0852 -4.3027 2.5320 -0.0150 0.0206 0.0095 0.09
H -3.2984 -4.6377 1.9696 -0.0643 -0.0904 0.0805 0.12
H -4.4011 -3.4571 0.0984 -0.1448 -0.0238 -0.0198 0.11
C -4.3807 -1.3790 -1.8585 -0.0861 -0.1353 0.0182 -0.04
H -5.0447 -0.9668 -1.0901 -0.0507 0.0125 -0.0184 0.09
H -4.4149 -0.7380 -2.7375 -0.0506 -0.0266 -0.0048 0.10
H -4.7439 -2.3705 -2.1349 -0.0878 0.0339 -0.0339 0.09
H -1.9727 -0.1283 -2.5986 0.0801 -0.0247 0.1254 0.17
C -2.0310 2.7889 0.6894 -0.2833 0.3031 -0.0496 -0.42
O -2.9380 3.4822 0.2949 0.1256 0.0415 0.0813 0.13
O -1.2423 3.1122 1.7084 0.2312 -0.2504 0.0797 -0.02
C -1.5245 4.3489 2.3453 -0.2431 0.3530 0.0443 -0.04
H -0.7739 4.4680 3.1221 -0.0290 -0.0267 -0.0430 0.09
H -2.5265 4.3328 2.7798 0.0916 0.0188 -0.0189 0.10
H -1.4702 5.1687 1.6256 0.0061 -0.0573 0.0815 0.10
H 3.4399 3.8134 0.8412 -0.1028 -0.0440 -0.0233 0.12
H 3.0468 2.7220 2.1798 -0.0340 0.1514 -0.0043 0.11
H 4.9392 1.2762 1.6285 0.1589 0.0520 0.1409 0.09
H 5.4753 2.9356 1.9114 -0.0199 -0.0827 0.0624 0.11
H 6.6634 2.0937 -0.0281 0.1059 -0.0200 -0.0749 0.07
H 5.1762 1.5342 -0.7817 -0.0038 -0.0545 -0.1770 0.05
H 5.4886 3.2696 -0.6195 0.0170 0.1055 -0.1099 0.08
```
Positions in Å, forces in eV/Å.

Properties
- HOMO energy: -7.3980 eV
- Electronic energy: -60160.892 eV
- Strongest force on any atom: 1.50 eV/Å
- SMILES string: CCCCS(=O)(=O)N1C2=NC(C(=O)OC)=C(C(=O)OC)[C@@H]3N(C)c4ccc(OC)cc4[C@]23C[C@H]1C(=O)OC